The following is a DFT calculation (wB97M-V/def2-TZVPD) of a structure of composition C5H6FN.

Results
Highest occupied orbital energy, eV: -9.07
LUMO energy, eV: 1.17
Gap between HOMO and LUMO, eV: 10.2366

Structure (ORCA input):
```
! RIJCOSX wB97M-V def2-TZVPD def2/J DEFGRID3
* xyz 0 1
C -1.091 0.630 0.188
C -0.637 -0.737 -0.399
C 0.367 0.963 -0.215
C 1.153 0.015 0.699
C 0.476 -1.119 0.582
H -1.821 1.140 -0.405
H -1.316 -1.469 -0.771
H 0.902 -0.341 -1.782
H 0.728 1.959 -0.364
H 2.009 0.242 1.311
H 0.611 -2.085 1.062
N 0.054 0.112 -1.414
F -1.434 0.689 1.508
*
```


The following is a DFT calculation (wB97M-V/def2-TZVPD) of an isolated molecule of C5H6FN3O2 at a distorted geometry.

Results
Highest occupied orbital energy, eV: -8.78
LUMO energy, eV: 0.02
Gap between HOMO and LUMO, eV: 8.7969

Structure (ORCA input):
```
! RIJCOSX wB97M-V def2-TZVPD def2/J DEFGRID3
* xyz 0 1
C -2.108 -0.079 0.601
C -1.406 1.323 0.640
C -1.105 -1.065 0.386
C -0.178 0.484 -1.122
C -0.078 -0.835 -0.421
N -0.488 1.524 -0.186
N 1.024 -1.634 -0.606
N -4.310 0.333 -0.137
O -4.973 0.918 -0.945
O -2.971 0.220 -0.522
F -1.131 -2.258 1.237
H -2.773 -0.332 1.461
H -1.592 2.101 1.408
H 0.740 0.784 -1.727
H -1.026 0.376 -1.725
H 0.892 -2.529 -0.027
H 2.004 -1.344 -0.824
*
```


The following is a DFT calculation (wB97M-V/def2-TZVPD) of a structure of composition C5H6FNO at a distorted geometry.

Results
Highest occupied orbital energy, eV: -10.00
LUMO energy, eV: 0.83
Gap between HOMO and LUMO, eV: 10.8240

Structure (ORCA input):
```
! RIJCOSX wB97M-V def2-TZVPD def2/J DEFGRID3
* xyz 0 1
C 1.107 -0.672 -0.294
C 0.148 -0.905 1.023
C -1.065 0.166 0.542
C 0.447 0.566 -0.842
C -1.066 0.263 -0.957
H 0.900 -1.708 -0.792
H 0.452 -0.229 1.998
H -0.077 -2.008 1.131
H -2.033 0.542 1.196
H -0.483 1.982 0.147
H 1.036 1.023 -1.585
N 0.010 1.209 0.413
O -1.880 0.384 -1.915
F 2.506 -0.612 -0.065
*
```


The following is a DFT calculation (wB97M-V/def2-TZVPD) of a cluster of 2 separate species, C5H6FNO in total at a distorted geometry.

Results
Highest occupied orbital energy, eV: -9.47
LUMO energy, eV: 0.60
Gap between HOMO and LUMO, eV: 10.0761

Structure (ORCA input):
```
! RIJCOSX wB97M-V def2-TZVPD def2/J DEFGRID3
* xyz 0 1
C -1.669 0.090 1.263
C 1.194 1.131 0.388
C -1.582 -0.994 0.749
C 0.349 2.017 -0.432
C -1.060 -2.195 0.076
N 1.453 0.456 1.281
O 1.897 -0.341 2.067
F -1.988 1.237 1.687
H 0.777 2.929 -0.396
H 0.308 1.670 -1.534
H -0.653 1.902 -0.141
H -0.475 -2.022 -0.838
H -0.361 -2.612 0.802
H -1.986 -2.852 -0.016
*
```


The following is a DFT calculation (wB97M-V/def2-TZVPD) of an isolated molecule of C5H6FNS at a distorted geometry.

Results
Highest occupied orbital energy, eV: -8.78
LUMO energy, eV: 0.72
Gap between HOMO and LUMO, eV: 9.4999

Structure (ORCA input):
```
! RIJCOSX wB97M-V def2-TZVPD def2/J DEFGRID3
* xyz 0 1
C 1.230 -0.531 -0.472
C 0.854 0.894 -0.165
C -0.372 1.361 0.083
C -1.658 0.593 0.172
C 0.582 -1.567 0.402
H 1.003 -0.773 -1.565
H 1.701 1.592 -0.202
H -0.444 2.468 0.271
H -2.446 1.183 -0.348
H -1.969 0.478 1.244
H 1.278 -2.086 1.059
N -0.639 -1.921 0.441
F 2.598 -0.655 -0.304
S -1.718 -1.036 -0.616
*
```


The following is a DFT calculation (wB97M-V/def2-TZVPD) of an isolated molecule of C5H6FNS at a distorted geometry.

Results
Highest occupied orbital energy, eV: -9.09
LUMO energy, eV: -0.34
Gap between HOMO and LUMO, eV: 8.7489

Structure (ORCA input):
```
! RIJCOSX wB97M-V def2-TZVPD def2/J DEFGRID3
* xyz 0 1
C 1.654 -0.477 -0.228
C 1.590 -1.625 0.470
C 0.265 0.125 -0.477
C -0.097 1.503 -0.047
C -2.184 0.305 0.391
H 0.531 -2.218 0.588
H 2.464 -2.217 0.637
H -0.190 -0.241 -1.534
H -1.065 1.999 -0.602
H 0.658 2.243 0.635
H -2.747 0.979 0.981
N -0.697 0.196 0.564
F 2.809 0.153 -0.775
S -2.992 -0.726 -0.602
*
```


The following is a DFT calculation (wB97M-V/def2-TZVPD) of an isolated molecule of C5H6FNS at a distorted geometry.

Results
Highest occupied orbital energy, eV: -8.45
LUMO energy, eV: 0.58
Gap between HOMO and LUMO, eV: 9.0337

Structure (ORCA input):
```
! RIJCOSX wB97M-V def2-TZVPD def2/J DEFGRID3
* xyz 0 1
C 0.315 0.241 0.144
C 0.790 -1.035 0.102
C -1.429 0.136 0.131
C 2.233 -1.421 0.026
C -2.344 1.280 0.017
N -0.121 -2.009 0.070
F 0.926 1.414 0.234
S -1.653 -1.513 0.071
H 2.676 -1.442 1.019
H 2.306 -2.416 -0.407
H 2.785 -0.710 -0.584
H -2.056 2.082 0.699
H -2.291 1.683 -0.999
H -3.372 0.987 0.218
*
```


The following is a DFT calculation (wB97M-V/def2-TZVPD) of a structure of composition C5H6GaO4 at a distorted geometry.

Results
Highest occupied orbital energy (alpha / beta), eV: -17.29 / -17.32
LUMO energy (alpha / beta), eV: -12.15 / -12.22
Gap between HOMO and LUMO (alpha / beta), eV: 5.1405 / 5.1017

Structure (ORCA input):
```
! RIJCOSX wB97M-V def2-TZVPD def2/J DEFGRID3
* xyz 2 2
O 1.400 1.194 0.018
C 1.791 2.191 -0.688
C 1.218 3.485 -0.563
O 0.240 3.711 0.219
Ga -0.149 2.173 1.244
H 2.709 2.073 -1.273
H 1.765 4.331 -1.001
C -3.518 -0.409 -1.062
C -2.618 -0.373 -0.089
O -1.423 0.306 -0.305
C -0.475 0.350 0.627
O -0.329 -0.810 1.240
H -3.317 0.016 -2.046
H -2.774 -0.783 0.908
H -4.371 -1.080 -0.965
H 0.044 -0.699 2.122
*
```


Values of ΔE to the lowest compared entry with this formula, charge and spin, in order: 48.50, 75.39, 108.74, 160.58, 19.12, 92.57, 24.92, 32.30, all in kcal/mol.
Values of DFT total energy, in order: -348.6549, -608.5750, -423.8462, -423.7636, -746.8710, -746.7540, -746.8618, -2419.0018, all in Eh.